The following is a quantum chemistry calculation of a cluster of 2 separate species, CH2N2O2S in total, from the OMol25 dataset.

Last column: natural (NBO) charge in e.
Positions of all 8 atoms, in Å:
C (0.679677, 0.972672, 1.041323)  0.408
N (-0.525427, 0.814406, 1.474094)  -0.853
N (1.764524, 1.082727, 0.669260)  -0.403
O (-0.751299, -1.152827, -1.087924)  -0.860
O (0.503184, -0.924877, -3.244335)  -0.796
S (0.038281, -1.732138, -2.098495)  1.658
H (-0.615244, 0.697951, 2.454653)  0.413
H (-1.093696, 0.242086, 0.791423)  0.433

Force components x, y, z for each atom (eV/Å):
2.663 0.185 -0.617
-2.942 -0.911 -1.515
0.207 0.161 -0.189
-1.017 0.973 1.217
-1.136 -1.544 2.532
2.160 0.642 -3.667
-0.468 -0.338 0.616
0.533 0.832 1.623

Charge ... 0
Gap between HOMO and LUMO ... 8.6 eV
M ... 106.1 g/mol
Electronic energy ... -697.45321 a.u.
Energy above the lowest of the compared OMol25 structures with the same formula, charge and spin ... 256.6 kJ/mol
Multiplicity ... 1

---

The following is a quantum chemistry calculation of a structure of composition C25H40BaNOP, from the OMol25 dataset.

Last column: Löwdin charge in e.
Positions of all 69 atoms, in Å:
C (0.201740, 2.720320, -3.748595)  -0.072
C (-1.104151, 2.234241, -3.622545)  -0.043
C (-1.350761, 1.070962, -2.899020)  -0.205
C (-0.293144, 0.492304, -2.210661)  -0.079
C (1.031279, 0.890359, -2.424267)  -0.268
C (1.276132, 2.044546, -3.168069)  -0.048
C (-2.767005, 0.460938, -2.853410)  -0.193
C (-2.878289, -0.791735, -2.056616)  -0.466
N (-2.461725, -2.019213, -2.498489)  -0.581
Ba (-1.354329, -2.310305, -0.414193)  1.628
C (2.158933, 0.099551, -1.788016)  -0.283
P (1.590533, -1.540103, -1.187209)  0.724
H (-1.945898, 2.744367, -4.099044)  0.116
H (2.299845, 2.401300, -3.282477)  0.113
H (0.377312, 3.631189, -4.317196)  0.102
H (2.555255, 0.635530, -0.904180)  0.109
H (2.982839, -0.082471, -2.500012)  0.098
H (-3.451885, 1.177761, -2.355357)  0.124
H (-3.201944, 0.348558, -3.873675)  0.104
H (-0.502233, -0.205373, -1.373534)  -0.021
C (3.010467, -2.232170, -0.300456)  -0.277
C (1.582251, -2.489467, -2.745349)  -0.285
H (-3.405854, -0.739487, -1.093212)  0.044
C (-1.979122, -2.103990, -3.945850)  -0.010
C (-3.379448, -3.191815, -2.146408)  -0.166
H (-0.139842, -4.690897, 0.876730)  0.042
H (-2.397952, -3.014401, -4.387938)  0.079
H (-2.250008, -1.222376, -4.534654)  0.085
H (-0.888783, -2.213713, -3.957318)  0.050
H (-3.721592, -3.643523, -3.090356)  0.081
H (-2.848527, -4.009950, -1.587851)  0.020
H (-4.245237, -2.823440, -1.566134)  0.087
H (2.621922, -2.509400, -3.097437)  0.048
H (1.232683, -3.521051, -2.572703)  0.043
H (0.951966, -2.025583, -3.516298)  0.027
H (3.898963, -2.186806, -0.946398)  0.051
H (3.175761, -1.667679, 0.629968)  0.032
H (2.782570, -3.277439, -0.038897)  0.045
H (-0.983990, -4.961504, 0.773398)  0.035
C (-1.501348, 3.100559, 0.803429)  -0.075
C (-0.280736, 3.438762, 1.675397)  -0.377
C (-0.365764, 4.890316, 2.171002)  -0.104
C (-0.013123, 2.450868, 2.789771)  -0.138
C (0.127241, 2.867316, 4.105952)  -0.086
C (0.634903, 2.023026, 5.095922)  -0.131
C (1.062067, 0.737944, 4.754036)  -0.087
C (0.928329, 0.258773, 3.463508)  -0.170
C (1.462869, -1.105207, 3.078568)  -0.408
C (2.908303, -1.297288, 3.553444)  -0.085
C (0.557652, -2.226510, 3.593142)  -0.073
C (0.188496, 1.030402, 2.479635)  -0.358
O (-0.257951, 0.466718, 1.427385)  -0.147
H (-2.287620, 2.618675, 1.398324)  0.083
H (-1.216722, 2.428044, -0.014065)  0.054
H (-1.915616, 4.020231, 0.367797)  0.065
H (0.594049, 3.385450, 1.004318)  0.136
H (-1.235814, 5.027143, 2.825300)  0.081
H (0.538403, 5.174784, 2.719327)  0.074
H (-0.469879, 5.569548, 1.317522)  0.070
H (-0.138512, 3.887298, 4.390648)  0.091
H (0.731895, 2.375344, 6.124558)  0.082
H (1.505426, 0.094825, 5.515385)  0.099
H (1.460151, -1.132796, 1.979879)  0.084
H (2.952749, -1.355541, 4.649501)  0.070
H (3.331167, -2.221965, 3.139302)  0.065
H (3.533741, -0.454285, 3.228165)  0.086
H (-0.498981, -2.018465, 3.369890)  0.074
H (0.825193, -3.187773, 3.132970)  0.055
H (0.660688, -2.324208, 4.683689)  0.082

Force components x, y, z for each atom (eV/Å):
-0.218 0.064 0.084
0.415 -0.090 -0.333
-0.495 0.180 -0.147
0.250 -0.068 0.151
-0.271 0.131 0.381
-0.158 -0.285 -0.216
-0.336 0.236 0.702
-1.087 3.067 2.134
0.049 -4.505 -2.835
1.016 1.454 2.090
0.185 0.100 0.478
-0.501 0.167 0.343
0.332 -0.108 0.039
-0.245 -0.037 -0.078
0.011 -0.131 0.133
-0.061 -0.175 -0.372
-0.177 0.255 0.217
0.426 -0.151 -0.270
0.501 0.361 0.358
0.050 0.607 -1.108
0.402 -0.015 -0.120
0.463 -0.270 -0.277
-0.309 -0.268 -0.670
-0.062 -0.349 1.118
0.013 0.592 -1.229
-3.253 -1.129 -0.321
0.057 0.331 -0.082
-0.043 -0.328 0.256
-0.332 0.146 -0.070
-0.169 -0.010 0.541
-0.301 0.390 -0.352
0.400 -0.178 -0.228
-0.233 -0.247 -0.253
0.183 0.258 -0.127
0.280 -0.018 0.352
-0.014 -0.139 0.346
-0.011 -0.199 -0.335
0.195 0.305 -0.073
3.319 0.909 0.451
-0.174 -0.003 -0.125
-0.069 0.108 -0.272
0.055 -0.147 -0.097
0.167 -0.931 0.005
0.279 -0.147 0.070
-0.025 -0.236 0.421
0.028 0.482 0.107
-0.564 0.436 -0.398
-0.102 0.335 -0.039
-0.045 -0.021 -0.061
-0.055 -0.128 -0.070
0.387 0.309 1.273
-0.026 -0.458 -1.321
0.132 0.070 -0.149
-0.197 0.032 0.267
0.031 -0.143 0.006
-0.091 0.023 0.126
0.130 0.043 -0.084
-0.168 0.005 -0.024
-0.022 -0.101 0.101
0.164 -0.270 -0.134
-0.066 -0.089 -0.278
0.018 0.186 -0.054
-0.140 0.012 0.103
0.085 -0.003 -0.254
0.005 0.035 0.142
-0.152 -0.199 0.114
0.229 0.037 0.051
0.015 -0.067 0.141
-0.102 -0.023 -0.250

Charge ... 0
Gap between HOMO and LUMO (spin up / spin down) ... 4.6 / 4.6 eV
M ... 538.9 g/mol
Electronic energy ... -1473.24385 a.u.
Energy above the lowest of the compared OMol25 structures with the same formula, charge and spin ... 255.3 kJ/mol
Multiplicity ... 1

---

The following is a quantum chemistry calculation of a cluster of 10 separate species, C22H66N2O10 in total, from the OMol25 dataset.

Last column: Löwdin charge in e.
Positions of all 100 atoms, in Å:
C (0.956831, 1.340377, -1.329732)  -0.089
O (0.608356, 0.078090, -0.804652)  -0.248
C (-0.258868, -0.688198, -1.625620)  -0.180
C (-0.320204, -2.050251, -0.969331)  -0.316
C (-0.862279, -1.903623, 0.465364)  -0.065
N (1.121498, -2.630981, -0.877474)  0.047
H (1.320552, 1.321861, -2.354278)  0.092
H (1.712769, 1.763240, -0.655016)  0.073
H (0.136707, 2.058993, -1.154499)  0.077
H (-1.274430, -0.263685, -1.591455)  0.128
H (0.089603, -0.720995, -2.664276)  0.130
H (-0.936156, -2.813460, -1.439780)  0.138
H (-0.185229, -1.346684, 1.122336)  0.058
H (-0.983312, -2.899468, 0.910280)  0.076
H (-1.845443, -1.425959, 0.563630)  0.078
H (1.685076, -1.771520, -0.767283)  0.044
H (1.240441, -3.036751, 0.048871)  0.074
C (-0.511452, 2.473717, 5.363308)  -0.103
O (-0.248307, 2.407255, 3.978868)  -0.203
C (-1.004821, 3.323701, 3.224119)  -0.220
C (-0.733539, 3.043602, 1.771096)  -0.413
C (-1.176776, 4.180067, 0.874442)  -0.062
N (-1.412576, 1.778204, 1.374128)  0.090
H (0.135558, 3.210136, 5.857099)  0.089
H (-0.336023, 1.486510, 5.781247)  0.085
H (-1.549146, 2.778682, 5.550993)  0.088
H (-2.063334, 3.249669, 3.503548)  0.135
H (-0.640750, 4.343934, 3.430719)  0.136
H (0.358735, 2.913463, 1.710290)  0.137
H (-0.600750, 5.108668, 0.995064)  0.081
H (-2.232437, 4.443673, 0.935549)  0.073
H (-0.976632, 3.898147, -0.170242)  0.065
H (-1.467681, 1.213278, 2.220717)  0.030
H (-0.857813, 1.259983, 0.699165)  0.050
C (3.610055, -1.120187, -3.313385)  -0.047
C (3.457650, -2.615614, -3.633298)  -0.483
C (4.287907, -3.520236, -2.795024)  -0.064
O (2.074171, -2.992019, -3.543591)  -0.124
H (3.146699, -0.929400, -2.340166)  0.058
H (3.054208, -0.524579, -4.032275)  0.077
H (4.654402, -0.802925, -3.245300)  0.076
H (3.701764, -2.734870, -4.694225)  0.139
H (4.067715, -3.429975, -1.732284)  0.078
H (5.355151, -3.372559, -2.996825)  0.084
H (4.111222, -4.554441, -3.102134)  0.085
H (1.714580, -2.848842, -2.601301)  0.062
C (-4.984068, 3.734230, -1.147518)  -0.060
C (-5.001840, 2.393297, -0.373535)  -0.427
C (-4.161727, 1.361725, -1.092963)  -0.079
O (-4.411889, 2.690466, 0.950032)  -0.109
H (-5.262756, 3.535817, -2.199133)  0.073
H (-3.992943, 4.175086, -1.116108)  0.065
H (-5.723083, 4.433232, -0.761416)  0.070
H (-6.029614, 2.062761, -0.208613)  0.131
H (-4.140455, 0.432785, -0.500841)  0.081
H (-3.117431, 1.620780, -1.251723)  0.063
H (-4.630380, 1.092176, -2.044413)  0.080
H (-3.577748, 2.205031, 1.094702)  0.028
C (2.507028, -0.577170, 1.774143)  -0.066
C (3.763697, -0.232377, 2.492779)  -0.502
C (3.656643, 1.088348, 3.188337)  -0.044
O (4.130889, -1.263526, 3.455806)  -0.051
H (1.731752, -0.811836, 2.508671)  0.092
H (2.645067, -1.399209, 1.068281)  0.067
H (2.145856, 0.271724, 1.190518)  0.069
H (4.574176, -0.200275, 1.741753)  0.138
H (2.713933, 1.060055, 3.744104)  0.084
H (3.581204, 1.894126, 2.465888)  0.066
H (4.523516, 1.195587, 3.833988)  0.088
H (4.173842, -2.091975, 2.964509)  0.081
C (-2.430011, -5.289256, 4.160306)  -0.101
O (-1.994950, -4.191729, 3.286440)  -0.152
H (-1.579465, -5.925348, 4.421787)  0.077
H (-2.863201, -4.901005, 5.086742)  0.080
H (-3.173771, -5.865883, 3.626041)  0.077
H (-1.372623, -3.686178, 3.828232)  0.078
C (-2.662758, -0.525206, 3.537746)  -0.152
O (-3.295820, -1.572907, 2.791168)  -0.130
H (-3.180852, 0.396431, 3.281589)  0.075
H (-2.750893, -0.690179, 4.616714)  0.081
H (-1.606963, -0.426537, 3.252099)  0.062
H (-2.797421, -2.398033, 2.907769)  0.027
C (-0.173478, -5.170590, -4.542321)  -0.182
O (-0.353168, -3.783735, -4.718971)  -0.146
H (0.348619, -5.597389, -5.410066)  0.075
H (0.469523, -5.402642, -3.678888)  0.072
H (-1.141220, -5.624672, -4.371224)  0.070
H (0.479949, -3.324319, -4.517046)  0.032
C (-2.445280, 2.290774, -5.539712)  -0.135
O (-3.386984, 2.405021, -4.442838)  -0.144
H (-1.442584, 2.581575, -5.192554)  0.072
H (-2.495665, 1.302706, -5.953667)  0.071
H (-2.672632, 3.050554, -6.304133)  0.076
H (-3.424922, 3.326005, -4.178738)  0.059
C (4.899649, 2.498841, -0.418765)  -0.156
O (6.142336, 1.848811, -0.692948)  -0.117
H (4.665999, 3.301937, -1.119623)  0.079
H (4.092793, 1.739303, -0.486089)  0.059
H (4.831444, 2.825055, 0.614792)  0.068
H (6.076988, 1.459707, -1.568475)  0.066

Force components x, y, z for each atom (eV/Å):
-0.279 0.767 1.389
0.357 0.173 -0.438
-0.583 -0.208 0.002
1.306 -0.844 1.768
-0.185 -0.265 0.474
-0.880 1.660 -0.130
-0.123 -0.060 -0.138
0.310 -0.370 -0.321
-0.145 -0.244 -0.800
0.152 0.041 -0.242
0.091 -0.007 0.061
0.011 0.413 -0.663
0.065 0.007 -0.285
0.036 0.070 -0.084
0.111 -0.042 -0.392
-0.218 -0.440 -0.159
-0.265 -0.422 -0.248
-0.067 0.294 0.016
-0.119 -0.500 0.190
0.537 0.600 0.165
-0.248 -0.510 -0.322
0.436 0.493 -1.001
-0.014 0.466 0.576
0.014 -0.094 -0.047
0.043 -0.023 0.122
0.044 -0.190 0.020
-0.072 0.061 -0.254
-0.278 -0.031 0.084
-0.110 0.161 -0.101
-0.004 -0.267 0.380
-0.077 -0.312 0.225
-0.224 -0.052 0.154
0.136 -0.084 -0.447
-0.037 -0.038 0.092
-0.223 -0.406 0.535
-1.033 0.859 -0.517
0.851 -0.832 -0.162
-0.363 0.468 0.925
0.097 0.042 0.112
0.132 0.080 -0.195
-0.082 -0.036 -0.210
0.074 -0.207 0.111
0.071 0.098 0.059
-0.071 0.265 0.316
-0.223 0.035 0.166
0.776 -0.499 -1.094
-0.755 -0.901 -0.432
1.823 1.498 0.832
-0.647 -1.284 0.223
-0.630 -0.339 -0.552
0.149 0.121 0.296
0.128 0.016 0.058
0.111 0.092 0.203
0.130 -0.131 -0.036
-0.054 0.170 -0.046
-0.051 0.526 -0.069
0.221 0.163 -0.037
-0.202 0.067 -0.463
-0.744 -0.046 -0.235
1.341 -0.747 -0.519
-0.329 -0.509 0.419
-0.390 0.628 -0.399
-0.061 -0.157 -0.121
-0.060 -0.115 0.227
0.040 0.003 -0.020
-0.042 0.169 0.230
0.239 0.306 0.340
0.154 0.132 -0.065
-0.100 0.361 0.170
0.028 0.050 0.116
0.427 0.775 -0.268
-0.088 -0.630 1.004
-0.085 0.012 -0.150
-0.059 0.016 -0.157
-0.039 0.014 -0.139
0.012 -0.112 -0.254
-0.266 -0.650 -0.417
0.326 0.340 0.270
-0.040 0.034 0.043
0.101 0.032 -0.025
-0.040 -0.028 0.218
-0.291 0.099 -0.006
0.965 0.117 0.137
-0.158 0.398 0.117
-0.385 -0.194 -0.002
-0.204 0.150 -0.010
-0.167 -0.154 -0.210
-0.033 -0.321 -0.004
-0.277 1.893 0.795
0.427 -0.518 -0.655
-0.019 -0.623 -0.037
0.040 -0.403 -0.002
-0.188 -0.453 -0.089
0.019 0.096 0.025
-0.743 -1.383 -0.284
-0.172 0.536 0.354
0.164 0.154 0.127
0.117 0.357 -0.163
0.615 0.299 -0.016
0.016 0.003 -0.015

Charge ... 0
Gap between HOMO and LUMO ... 9.8 eV
M ... 518.8 g/mol
Electronic energy ... -1739.56963 a.u.
Structure (SMILES) ... COC[C@H](C)N.COC[C@H](C)N.CC(C)O.CC(C)O.CC(C)O.CO.CO.CO.CO.CO
Energy above the lowest of the compared OMol25 structures with the same formula, charge and spin ... 60.0 kJ/mol
Multiplicity ... 1